Entry 1:
{"formula": "C3H4Cl3N2O", "method": "ωB97M-V/def2-TZVPD", "multiplicity": 3, "e_homo_ha": [-0.4388, -0.5508], "energy_ev": -45758.09422, "orbital_gap_ha": [0.2635, 0.3614], "s_squared": 2.0204, "mol_weight_g_mol": 190.44, "charge": 1, "lumo_energy_ev": [-4.77, -5.15], "species": ["C", "C", "C", "N", "N", "O", "Cl", "Cl", "Cl", "H", "H", "H", "H"], "coordinates": [[0.431, 0.369, 0.555], [-0.178, -0.472, -1.398], [-3.219, -0.004, 0.087], [0.639, -0.999, 0.614], [0.015, 0.648, -0.699], [0.222, -1.580, -0.631], [-3.878, -1.587, -0.112], [-2.303, 0.352, 1.533], [-3.935, 1.321, -0.708], [0.470, 0.854, 1.512], [-1.195, -0.701, -1.927], [0.566, -1.619, 1.422], [0.004, 1.623, -1.091]], "nbo_charge": [0.297, 0.245, -0.251, -0.240, -0.527, -0.260, 0.119, 0.028, 0.125, 0.286, 0.237, 0.454, 0.488]}



Entry 2:
{"formula": "C9H14O", "method": "ωB97M-V/def2-TZVPD", "multiplicity": 2, "e_homo_ha": [-0.5201, -0.5431], "energy_ev": -11598.95862, "orbital_gap_ha": [0.3792, 0.2647], "s_squared": 0.7665, "mol_weight_g_mol": 138.21, "charge": 1, "lumo_energy_ev": [-3.83, -7.58], "relative_energy_kcal_mol": 14.0, "species": ["C", "C", "C", "C", "C", "C", "C", "O", "H", "H", "H", "H", "H", "H", "H", "H", "C", "C", "H", "H", "H", "H", "H", "H"], "coordinates": [[-1.900, -2.467, 1.172], [1.196, -1.015, -0.370], [-0.007, -1.640, -0.329], [1.620, -0.229, 0.711], [-0.730, -1.572, 0.895], [0.867, -0.090, 1.892], [-0.357, -0.714, 1.959], [2.733, 0.525, 0.727], [1.751, -0.995, -1.296], [-0.598, -2.087, -1.125], [3.167, 0.566, -0.143], [1.211, 0.509, 2.732], [-2.300, -2.979, 0.308], [-2.835, -1.933, 1.410], [-0.918, -0.692, 2.863], [-1.601, -3.126, 1.989], [-0.806, 1.843, -1.747], [0.523, 2.671, -1.633], [-1.585, 2.197, -1.080], [-1.262, 1.971, -2.730], [-0.628, 0.830, -1.432], [0.500, 3.542, -2.300], [0.657, 2.915, -0.581], [1.303, 1.971, -1.892]], "nbo_charge": [-0.690, -0.240, -0.159, 0.443, 0.208, -0.174, -0.187, -0.542, 0.253, 0.263, 0.516, 0.268, 0.246, 0.271, 0.251, 0.269, -0.610, -0.605, 0.208, 0.225, 0.172, 0.233, 0.201, 0.178]}



Entry 3:
{"formula": "H3NOP", "method": "ωB97M-V/def2-TZVPD", "multiplicity": 1, "e_homo_ha": -0.0686, "energy_ev": -12872.14080, "orbital_gap_ha": 0.2587, "mol_weight_g_mol": 64.00, "charge": -1, "lumo_energy_ev": 5.17, "relative_energy_kcal_mol": 90.9, "species": ["N", "O", "P", "H", "H", "H"], "coordinates": [[0.735, -0.205, -1.045], [0.688, -0.329, 0.430], [-0.585, 0.606, 0.425], [1.676, -0.008, -1.375], [-1.064, 0.188, 1.690], [-1.450, -0.252, -0.125]], "nbo_charge": [-0.836, -0.787, 0.677, 0.275, -0.205, -0.123]}



Entry 4:
{"formula": "C3H5NO", "method": "ωB97M-V/def2-TZVPD", "multiplicity": 1, "e_homo_ha": -0.3195, "energy_ev": -6726.95191, "orbital_gap_ha": 0.3505, "mol_weight_g_mol": 71.08, "charge": 0, "lumo_energy_ev": 0.84, "relative_energy_kcal_mol": 60.4, "smiles": "N/C=C\\C=O", "species": ["C", "C", "C", "H", "H", "H", "H", "H", "N", "O"], "coordinates": [[0.976, 0.655, -0.029], [-0.355, 1.130, -0.033], [-1.266, 0.106, 0.076], [0.386, -1.165, 0.291], [2.406, -1.140, -0.012], [1.842, 1.402, -0.200], [-0.536, 2.054, 0.221], [-2.212, 0.456, -0.071], [1.307, -0.617, 0.041], [-0.896, -1.079, -0.075]], "nbo_charge": [0.157, -0.487, 0.334, 0.448, 0.410, 0.186, 0.209, 0.136, -0.751, -0.642]}



Entry 5:
{"formula": "C6H10O2", "method": "ωB97M-V/def2-TZVPD", "multiplicity": 1, "e_homo_ha": -0.3158, "energy_ev": -10476.46196, "orbital_gap_ha": 0.3395, "mol_weight_g_mol": 114.14, "charge": 0, "lumo_energy_ev": 0.64, "relative_energy_kcal_mol": 62.4, "species": ["C", "C", "C", "C", "C", "C", "O", "O", "H", "H", "H", "H", "H", "H", "H", "H", "H", "H"], "coordinates": [[-0.422, 0.037, 0.007], [0.770, -0.750, -1.084], [-0.290, 0.200, -1.497], [-1.456, -0.945, 0.517], [-0.474, 1.359, 0.752], [1.546, -0.415, 0.148], [2.279, 0.740, 0.203], [1.906, -1.447, 0.739], [3.040, 0.557, 0.774], [0.775, -1.797, -1.373], [0.065, 1.169, -1.839], [-1.078, -0.207, -2.124], [-0.322, 1.207, 1.820], [-1.442, -1.882, -0.035], [-2.459, -0.523, 0.424], [-1.271, -1.179, 1.565], [0.283, 2.051, 0.393], [-1.452, 1.824, 0.610]], "nbo_charge": [0.030, -0.187, -0.454, -0.621, -0.613, 0.694, -0.710, -0.676, 0.503, 0.244, 0.224, 0.232, 0.217, 0.219, 0.211, 0.226, 0.238, 0.225]}



> Which formula does entry 4 have?

C3H5NO



> Number 3 is which compound?

H3NOP